An isolated molecule of C20H22N4O4. Source: OMol25; level of theory: ωB97M-V with the def2-TZVPD basis set.

Output
highest occupied orbital energy = -8.44 eV
orbital gap = 9.0 eV
maximum force = 0.014 hartree/bohr
SMILES = COc1ccccc1CNC(=O)CCNC(=O)N1CC(=O)Nc2ccccc21
charge = 0
LUMO level = 0.0217 hartree
energy above the lowest of the compared OMol25 structures with the same formula, charge and spin = 0.0 kcal/mol

Positions of all 50 atoms, in Å:
O 2.4055 -2.2067 -2.5385
O -0.3503 0.7461 1.5540
O -0.7125 -5.3888 -3.2164
O 0.8222 2.1421 -1.4243
N 0.1534 -1.9896 -2.6331
N 1.3952 -0.9157 -0.9773
N 1.8811 2.4918 0.5312
N -1.8911 -3.7268 -2.2631
C -1.0803 -1.4633 -2.2244
C 0.0857 1.6878 5.0878
C 2.6374 -0.3704 -0.4879
C 2.9230 1.0261 -1.0691
C 0.7995 3.2271 1.1564
C -1.3221 -0.1049 -2.0477
C -3.3816 -1.9259 -1.6351
C -0.8517 -4.2083 -2.9997
C 1.3954 -1.7064 -2.0863
C -2.5726 0.3303 -1.6401
C 0.5289 2.6954 2.5361
C -2.1328 -2.3736 -2.0418
C -0.2574 0.9300 3.9803
C -1.0677 -0.4605 1.6664
C -3.5977 -0.5753 -1.4235
C 0.6461 2.9408 4.9339
C -0.0421 1.4225 2.6984
C 0.8675 3.4321 3.6581
C 1.7763 1.9484 -0.6970
C 0.0663 -3.1199 -3.5347
H 2.9788 0.9511 -2.1554
H -0.0706 3.0955 0.5069
H -4.5692 -0.2327 -1.1026
H -0.3209 -2.7989 -4.5117
H -1.3394 -0.7463 0.6513
H -4.1774 -2.6408 -1.4852
H 1.3048 4.4115 3.5278
H 0.5621 -0.4022 -0.7371
H -0.6898 -0.0465 4.1292
H -2.5948 -4.3925 -1.9699
H 2.5858 -0.3216 0.6043
H -0.5444 0.6206 -2.2315
H 2.6824 2.2833 1.1055
H -0.4563 -1.2505 2.1146
H 3.8716 1.3993 -0.6837
H -2.7395 1.3862 -1.4991
H 3.4285 -1.0622 -0.7860
H 0.9110 3.5315 5.7969
H 1.0730 -3.5209 -3.6731
H -1.9819 -0.3284 2.2526
H 1.0523 4.2920 1.2084
H -0.0898 1.2880 6.0752

Forces on atoms 1 to 6 (eV/Å):
0.3609 -0.0356 -0.1581
0.2269 0.4527 0.0549
0.0926 -0.1156 -0.1336
-0.3852 0.0147 -0.3039
-0.0888 -0.2026 -0.2080
-0.1546 0.1899 0.1670